[1]
The following is a DFT calculation (the ωB97M-V functional and the def2-TZVPD basis) of a 2-piece molecular cluster, C4H8NO3 overall in a non-equilibrium geometry.

```
16
Properties=species:S:1:pos:R:3
C -1.88 2.17 -0.90
C -1.00 1.48 0.15
O -1.56 0.72 0.90
N 0.31 1.82 0.20
H -2.37 1.30 -1.36
H -1.44 2.75 -1.71
H 0.81 1.56 1.05
H 0.76 2.34 -0.53
H -2.71 2.74 -0.48
C 1.35 -2.14 -0.23
C 1.26 -2.75 1.23
O 0.47 -3.70 1.32
O 1.95 -2.13 2.03
H 0.44 -1.59 -0.45
H 1.35 -2.99 -0.91
H 2.27 -1.59 -0.31
```

orbital gap (alpha / beta) = 10.63 / 6.59 eV
2S+1 = 2

***

[2]
The following is a DFT calculation (the ωB97M-V functional and the def2-TZVPD basis) of a 7-piece molecular cluster, H14O7 overall in a non-equilibrium geometry.

```
21
Properties=species:S:1:pos:R:3
O 1.00 -0.76 -0.99
H 0.04 -0.56 -1.30
H 1.31 0.06 -0.99
O -0.96 0.04 1.57
H 0.03 0.06 1.53
H -0.97 -0.22 2.54
O -1.73 -1.85 -0.34
H -0.89 -2.25 -0.58
H -1.33 -1.12 0.27
O -1.55 0.04 -2.31
H -1.24 -0.84 -2.69
H -2.12 -0.45 -1.73
O -0.73 2.15 -0.04
H -0.99 1.45 0.70
H -1.04 1.75 -0.88
O 1.25 -1.10 1.75
H 1.32 -0.87 0.78
H 2.15 -0.82 2.01
O 2.20 1.42 0.25
H 2.89 2.08 0.28
H 1.36 1.78 0.17
```

orbital gap = 11.64 eV
structure (SMILES) = O.O.O.O.O.O.O

***

[3]
The following is a DFT calculation (the ωB97M-V functional and the def2-TZVPD basis) of C31H40HfN10O4S2 as an isolated structure.

```
88
Properties=species:S:1:pos:R:3
Hf 0.32 -0.22 0.17
C -4.79 2.28 0.82
S -4.81 0.83 -0.25
C -3.17 0.27 -0.19
S -1.95 1.04 0.73
N -2.95 -0.80 -0.89
N -1.66 -1.25 -0.85
C -1.55 -2.44 -1.31
C -0.24 -3.02 -1.52
C -0.10 -4.27 -2.08
C 1.17 -4.74 -2.38
C 2.25 -3.91 -2.13
C 2.02 -2.67 -1.55
N 0.81 -2.22 -1.22
H -5.81 2.66 0.80
H -4.12 3.04 0.44
H -4.53 2.01 1.84
H -2.44 -2.98 -1.63
H -0.98 -4.86 -2.29
H 1.31 -5.72 -2.82
H 3.26 -4.21 -2.38
H 2.86 -2.02 -1.38
C 2.56 -0.44 4.23
N 1.22 -0.98 4.00
C 0.81 -2.01 4.95
C 0.52 -0.66 2.92
N 0.53 0.45 2.24
C 1.03 1.74 2.51
C 1.30 2.27 3.77
C 1.90 3.51 3.88
C 2.24 4.22 2.73
C 1.88 3.74 1.48
C 1.19 2.54 1.37
N 0.63 2.04 0.16
C -0.05 2.86 -0.65
N -0.37 2.40 -1.88
C 0.34 1.27 -2.45
C -1.67 2.68 -2.48
N -0.50 4.08 -0.33
C -0.97 4.46 1.00
C -0.58 5.15 -1.32
N -0.27 -1.63 2.19
C 0.23 -3.03 2.16
C -1.71 -1.63 2.58
H 2.60 0.17 5.13
H 2.90 0.14 3.38
H 3.24 -1.29 4.37
H 0.95 -1.62 5.96
H 1.42 -2.92 4.84
H -0.24 -2.26 4.83
H 1.06 1.70 4.66
H 2.13 3.92 4.86
H 2.76 5.16 2.81
H 2.08 4.32 0.59
H 1.39 1.29 -2.18
H 0.24 1.29 -3.53
H -0.11 0.29 -2.16
H -2.30 3.22 -1.78
H -2.17 1.74 -2.71
H -1.57 3.26 -3.40
H -1.05 3.60 1.65
H -1.97 4.90 0.89
H -0.32 5.20 1.46
H -0.05 4.87 -2.23
H -0.10 6.04 -0.90
H -1.61 5.40 -1.56
H -0.06 -3.58 3.06
H 1.30 -3.05 2.04
H -0.24 -3.52 1.31
H -1.87 -2.27 3.45
H -2.30 -2.02 1.76
H -2.03 -0.62 2.81
O 2.39 0.16 -0.58
C 2.96 -0.53 0.32
O 2.20 -1.25 1.04
C 4.42 -0.50 0.50
C 5.19 0.38 -0.26
C 6.56 0.42 -0.08
C 7.12 -0.43 0.85
C 6.38 -1.32 1.61
C 5.01 -1.35 1.43
N 8.60 -0.39 1.04
O 9.21 0.41 0.38
O 9.07 -1.17 1.84
H 4.71 1.03 -0.97
H 7.19 1.09 -0.64
H 6.89 -1.96 2.31
H 4.40 -2.03 2.00
```

orbital gap = 6.94 eV
charge = +2

***

[4]
The following is a DFT calculation (the ωB97M-V functional and the def2-TZVPD basis) of C26H20BrN5O5OsS2 as an isolated structure.

```
60
Properties=species:S:1:pos:R:3
Os 0.16 0.19 -2.47
Br 1.38 3.45 -1.65
C 2.64 2.06 -1.83
C 3.98 2.37 -1.85
C 4.89 1.33 -1.97
C 4.42 0.03 -2.06
C 3.06 -0.18 -2.04
N 2.18 0.83 -1.94
C 2.48 -1.59 -2.11
O 3.25 -2.52 -2.09
O 1.19 -1.65 -2.15
H 4.30 3.40 -1.77
H 5.95 1.54 -1.99
H 5.06 -0.83 -2.15
N 1.18 -1.51 2.72
C 2.43 -1.88 2.34
C 2.74 -1.13 1.20
N 1.80 -0.28 0.86
C 0.72 -0.44 1.82
C -1.22 0.27 0.36
N -0.93 0.85 -0.79
C -1.81 1.90 -0.96
C -2.64 1.96 0.12
N -2.25 0.92 0.93
H 0.82 -1.64 3.65
H 3.00 -2.62 2.86
H 3.65 -1.23 0.62
H -1.78 2.52 -1.84
H -3.45 2.62 0.36
H -2.64 0.66 1.82
C -4.68 -3.17 -0.93
C -4.57 -3.37 0.44
C -3.41 -3.01 1.10
C -2.34 -2.45 0.40
C -2.45 -2.28 -0.97
C -3.61 -2.63 -1.64
C -1.11 -2.05 1.12
C -0.55 -0.84 1.06
C 0.42 0.86 2.56
C -0.33 0.84 3.73
C -0.68 2.02 4.37
C -0.28 3.24 3.83
C 0.45 3.26 2.65
C 0.81 2.08 2.02
H -5.59 -3.45 -1.45
H -5.40 -3.80 0.99
H -3.32 -3.17 2.17
H -1.60 -1.90 -1.53
H -3.68 -2.50 -2.71
H -0.64 -2.79 1.75
H -0.68 -0.10 4.15
H -1.25 1.99 5.28
H -0.55 4.16 4.32
H 0.76 4.20 2.22
H 1.38 2.09 1.10
O -0.43 0.65 -6.41
S -0.26 0.78 -5.01
O 0.90 -0.04 -4.43
O -0.11 2.12 -4.44
S -1.74 -0.08 -3.79
```

orbital gap (alpha / beta) = 7.32 / 7.38 eV
2S+1 = 5

***

[5]
The following is a DFT calculation (the ωB97M-V functional and the def2-TZVPD basis) of a 2-piece molecular cluster, C5H11Cl2 overall in a non-equilibrium geometry.

```
18
Properties=species:S:1:pos:R:3
Cl -0.31 3.47 -0.76
H -0.29 1.67 -0.24
C -0.84 0.80 0.22
C -2.32 0.89 -0.23
C -0.17 -0.52 -0.07
C 1.24 -0.56 0.46
C 2.14 -1.72 -0.10
Cl 2.19 0.92 0.34
H -0.85 1.15 1.24
H -2.85 1.80 0.09
H -2.44 0.84 -1.32
H -2.82 0.02 0.18
H -0.73 -1.38 0.32
H -0.30 -0.74 -1.17
H 1.16 -0.70 1.54
H 1.86 -2.62 0.49
H 2.14 -1.87 -1.22
H 3.18 -1.45 0.23
```

orbital gap (alpha / beta) = 11.50 / 7.36 eV
2S+1 = 2

***

[6]
The following is a DFT calculation (the ωB97M-V functional and the def2-TZVPD basis) of a 2-piece molecular cluster, C4H9NO2 overall.

```
16
Properties=species:S:1:pos:R:3
C 1.14 0.45 -0.96
C 1.08 -0.21 0.41
C 1.20 0.66 1.58
O 0.02 -0.08 1.40
H 1.06 -0.27 -1.78
H 2.12 0.94 -1.03
H 0.37 1.21 -1.10
H 1.46 -1.23 0.45
H 1.80 0.40 2.43
H 1.04 1.73 1.40
H -1.22 -1.88 -1.50
N -1.10 -1.25 -0.72
C -2.15 -0.55 -0.53
O -2.27 0.37 0.42
H -3.06 -0.63 -1.11
H -1.44 0.35 0.96
```

orbital gap = 10.94 eV
structure (SMILES) = C[C@H]1CO1.[H]/N=C/O

***

[7]
The following is a DFT calculation (the ωB97M-V functional and the def2-TZVPD basis) of C42H55N4O4P2Sr as an isolated structure in a non-equilibrium geometry.

```
108
Properties=species:S:1:pos:R:3
Sr -0.47 -0.19 -0.67
O -2.35 1.28 6.28
C -1.89 -0.03 5.98
C -1.48 -0.05 4.53
C -0.34 -0.71 4.11
C -0.03 -0.69 2.77
N -0.75 -0.06 1.85
C -1.85 0.61 2.25
C -2.24 0.63 3.58
C -2.61 1.40 1.20
C -3.80 2.04 1.48
C -4.42 2.81 0.51
C -5.72 3.52 0.78
O -6.45 2.99 1.87
C -3.80 2.93 -0.73
C -2.62 2.26 -0.94
N -2.02 1.52 0.00
H -2.66 1.29 7.19
H -2.68 -0.77 6.12
H -1.04 -0.32 6.60
H 0.30 -1.23 4.81
H 0.86 -1.21 2.41
H -3.10 1.19 3.91
H -4.28 1.95 2.45
H -6.32 3.54 -0.13
H -5.49 4.55 1.04
H -6.75 2.10 1.63
H -4.25 3.51 -1.53
H -2.11 2.33 -1.90
N 2.31 -0.15 -0.79
C 3.30 0.93 -0.77
C 4.65 0.62 -0.74
C 5.60 1.63 -0.76
C 5.20 2.95 -0.84
C 3.84 3.26 -0.86
C 2.87 2.26 -0.81
P 1.07 2.61 -0.69
C 0.83 4.32 -1.32
C 1.11 5.51 -0.65
C 0.89 6.73 -1.25
C 0.38 6.80 -2.55
C 0.09 5.63 -3.23
C 0.31 4.40 -2.62
C 0.91 2.87 1.15
C -0.18 3.60 1.65
C -0.37 3.75 3.01
C 0.52 3.16 3.91
C 1.60 2.44 3.43
C 1.80 2.30 2.06
H 2.61 -0.89 -0.17
H 2.32 -0.58 -1.72
H 4.95 -0.42 -0.70
H 6.65 1.38 -0.73
H 5.93 3.75 -0.88
H 3.54 4.30 -0.91
H 1.50 5.48 0.37
H 1.11 7.65 -0.72
H 0.20 7.76 -3.02
H -0.31 5.66 -4.24
H 0.08 3.49 -3.15
H -0.87 4.07 0.96
H -1.21 4.32 3.38
H 0.36 3.27 4.98
H 2.31 1.99 4.12
H 2.66 1.75 1.71
N -0.31 0.09 -3.47
C -1.62 -0.10 -4.18
C -2.36 -1.32 -3.64
C -2.58 -1.14 -2.15
O -3.42 -0.32 -1.77
O -1.76 -1.75 -1.36
H 0.08 0.98 -3.75
H 0.34 -0.62 -3.80
H -1.48 -0.19 -5.26
H -2.22 0.78 -3.99
H -1.77 -2.23 -3.81
H -3.32 -1.41 -4.14
C 3.68 -3.71 -0.96
C 2.49 -4.39 -1.64
C 2.70 -5.90 -1.71
P 0.92 -3.69 -0.95
C 0.94 -4.05 0.87
C -0.47 -3.74 1.43
C 1.44 -5.39 1.41
C -0.45 -4.67 -1.67
C -0.30 -4.61 -3.20
C -0.72 -6.10 -1.21
H 4.62 -4.01 -1.44
H 3.75 -3.99 0.10
H 3.62 -2.62 -1.02
H 2.46 -4.03 -2.68
H 2.74 -6.37 -0.73
H 3.66 -6.11 -2.21
H 1.93 -6.41 -2.29
H 1.61 -3.27 1.26
H -1.13 -4.60 1.28
H -0.96 -2.89 0.95
H -0.42 -3.55 2.50
H 0.93 -6.23 0.95
H 1.26 -5.44 2.49
H 2.51 -5.52 1.26
H -1.32 -4.06 -1.42
H 0.44 -5.33 -3.56
H 0.00 -3.62 -3.55
H -1.25 -4.85 -3.69
H 0.15 -6.75 -1.30
H -1.52 -6.53 -1.82
H -1.06 -6.15 -0.17
```

orbital gap = 7.97 eV
charge = +1

***

[8]
The following is a DFT calculation (the ωB97M-V functional and the def2-TZVPD basis) of C6H6CdO as an isolated structure.

```
14
Properties=species:S:1:pos:R:3
Cd 1.93 0.97 0.81
C 0.11 -0.98 -1.15
C -0.47 -1.48 0.00
C -1.04 -0.62 0.94
C -1.02 0.75 0.72
C -0.42 1.27 -0.43
C 0.14 0.40 -1.37
H 0.57 -1.65 -1.87
H -0.46 -2.55 0.18
H -1.46 -1.03 1.84
H -1.46 1.42 1.45
H -0.43 2.34 -0.62
H 0.60 0.80 -2.27
O 3.41 0.37 1.78
```

orbital gap = 7.35 eV